The molecule C5H11N at a distorted geometry. Source: OMol25; level of theory: wB97M-V/def2-TZVPD.

Computed properties:
Relative energy (zero: lowest compared OMol25 entry of this formula, charge and spin) in kJ/mol: 205.3
HOMO-LUMO gap in eV: 10.635
SMILES: C=NCCCC
LUMO in Ha: 0.04403
Spin multiplicity: 1

Each line ends with the natural charge from an NBO analysis.
Element x y z (Å)
N (0.044, -1.356, 1.150)  -0.394
C (-0.505, -0.080, 0.585)  -0.266
C (-0.730, -2.328, 1.439)  -0.054
C (0.425, 1.719, -0.894)  -0.417
C (0.201, 0.850, -2.170)  -0.625
C (0.710, 0.929, 0.336)  -0.408
H (-1.845, -2.149, 1.335)  0.124
H (-0.554, 2.253, -0.785)  0.201
H (0.884, 1.411, 1.338)  0.220
H (1.648, 0.250, 0.123)  0.213
H (1.301, 2.437, -1.045)  0.213
H (-0.738, 0.168, -2.196)  0.208
H (-1.289, 0.456, 1.319)  0.189
H (-0.410, -3.168, 1.910)  0.172
H (0.985, 0.114, -2.473)  0.210
H (0.211, 1.601, -3.080)  0.215
H (-1.111, -0.429, -0.268)  0.199

Atoms 1-6, force components in eV/Å:
N -0.234 -0.374 0.557
C -0.487 -0.021 1.831
C -2.079 4.789 -1.410
C 0.030 0.954 -0.860
C -0.146 0.138 -2.165
C 0.174 -3.520 0.678

---

The molecule C5H11N at a distorted geometry. Source: OMol25; level of theory: wB97M-V/def2-TZVPD.

Computed properties:
Relative energy (zero: lowest compared OMol25 entry of this formula, charge and spin) in kJ/mol: 247.8
HOMO-LUMO gap in eV: 10.069
SMILES: C/C=C/CNC
LUMO in Ha: 0.04582
Spin multiplicity: 1

Each line ends with the natural charge from an NBO analysis.
Element x y z (Å)
N (1.390, -0.579, -0.238)  -0.615
C (2.244, -1.772, -0.565)  -0.415
C (0.163, -0.449, -1.104)  -0.264
C (-0.754, 0.673, -0.437)  -0.189
C (-1.177, 0.675, 0.842)  -0.170
C (-2.098, 1.659, 1.489)  -0.676
H (2.038, -2.522, 0.135)  0.190
H (-3.037, 1.725, 0.886)  0.228
H (-1.871, 2.583, 2.055)  0.234
H (-2.617, 1.035, 2.295)  0.210
H (-0.527, 1.772, -0.892)  0.181
H (0.256, -0.214, -2.212)  0.182
H (1.972, 0.213, -0.382)  0.347
H (-1.178, -0.231, 1.419)  0.192
H (-0.440, -1.393, -0.981)  0.195
H (3.280, -1.472, -0.438)  0.193
H (2.128, -2.161, -1.572)  0.176

Atoms 1-6, force components in eV/Å:
N -0.621 -1.390 -1.621
C -0.199 1.892 -0.352
C -1.650 0.463 1.675
C 2.926 2.432 -0.388
C -0.341 -0.230 -1.490
C -2.915 -1.138 1.687

---

Q: What is the formula in the second record?
A: C5H11N